Arrangement 1

This record from the Open Molecules 2025 dataset describes a cluster of 2 separate species, C5H11N2S in total. The level of theory is wB97M-V/def2-TZVPD.

The geometry in ORCA input format:
```
! RIJCOSX wB97M-V def2-TZVPD def2/J DEFGRID3
* xyz 1 1
C -0.314 -1.906 0.053
C -0.371 -0.951 2.242
C -0.698 0.438 2.754
C 2.039 -2.653 0.209
C 0.888 2.969 -2.131
N 0.868 -2.330 0.153
N -0.963 -1.312 1.028
S 0.992 0.221 2.162
H -0.777 -2.049 -0.859
H -0.349 -1.804 2.906
H -1.096 0.658 3.717
H -1.256 1.044 1.996
H 2.805 -2.070 -0.146
H 1.279 2.834 -3.115
H 2.359 -3.586 0.693
H 0.831 1.884 -1.743
H -0.097 3.446 -2.188
H 1.661 3.551 -1.627
H -1.954 -1.141 0.773
*
```

Calculated values
Kohn-Sham gap = 0.32313 Eh
HOMO energy = -0.4830 Ha
LUMO = -4.4 eV

***

Arrangement 2

This record from the Open Molecules 2025 dataset describes the ion C5H11N2S with charge +1. The level of theory is wB97M-V/def2-TZVPD.

The geometry in ORCA input format:
```
! RIJCOSX wB97M-V def2-TZVPD def2/J DEFGRID3
* xyz 1 1
C -1.240 -0.248 1.372
C -0.083 -0.868 1.804
C -0.010 -0.011 -0.772
C -0.637 1.204 -1.362
C 1.253 -0.027 0.051
N -0.378 -1.104 -1.372
N 1.184 -0.748 1.294
S 0.570 -2.498 -1.159
H -2.168 -0.545 1.774
H -0.090 -1.592 2.610
H -1.635 0.968 -1.802
H 0.128 1.569 -2.114
H -0.696 1.893 -0.547
H 1.520 1.078 0.119
H 2.118 -0.482 -0.551
H -1.152 -1.105 -2.107
H 2.059 -0.976 1.843
H -0.050 -3.220 -2.235
H -1.391 0.621 0.812
*
```

Calculated values
Kohn-Sham gap = 0.29153 Eh
HOMO energy = -0.4466 Ha
LUMO = -4.2 eV

***

Relative energy table, unit kcal/mol: arrangement 1 0.0; arrangement 2 3.0

***

Arrangement 1

This record from the Open Molecules 2025 dataset describes the molecule C3H8N2S3. The level of theory is wB97M-V/def2-TZVPD.

The geometry in ORCA input format:
```
! RIJCOSX wB97M-V def2-TZVPD def2/J DEFGRID3
* xyz 0 1
C -2.009 -0.189 -0.468
C 0.270 -0.596 0.790
C 2.831 -0.265 -0.144
N -1.185 1.048 -0.147
N -0.226 0.761 0.867
S -1.231 -1.576 0.557
S -3.764 0.246 -0.374
S 1.235 -0.674 -0.856
H -1.808 -0.592 -1.430
H 0.883 -0.903 1.571
H 3.698 -0.363 -0.890
H 3.065 -0.896 0.710
H 2.983 0.824 0.155
H -0.607 1.059 -0.935
H -0.646 0.994 1.801
H -3.489 1.121 -1.205
*
```

Calculated values
Kohn-Sham gap = 0.34945 Eh
HOMO energy = -0.3230 Ha
LUMO = 0.7 eV

***

Arrangement 2

This record from the Open Molecules 2025 dataset describes the molecule C3H8N2S3. The level of theory is wB97M-V/def2-TZVPD.

The geometry in ORCA input format:
```
! RIJCOSX wB97M-V def2-TZVPD def2/J DEFGRID3
* xyz 0 1
C -1.133 -1.506 0.643
C -0.244 0.647 -0.331
C 2.087 1.215 0.145
H -0.180 -1.170 1.066
H -1.957 -1.507 1.300
H -0.980 -2.410 -0.103
H -3.366 0.693 0.485
H 2.857 0.507 0.542
H 1.716 1.814 1.124
H 2.292 1.987 -0.634
H 1.352 -1.047 -2.019
N -1.277 -0.272 -0.328
N 1.050 0.243 -0.156
S -3.028 -0.183 -0.563
S -0.639 2.285 -0.436
S 1.449 -1.294 -0.737
*
```

Calculated values
Kohn-Sham gap = 0.31767 Eh
HOMO energy = -0.3012 Ha
LUMO = 0.4 eV

***

Relative energy table, unit kcal/mol: arrangement 1 0.0; arrangement 2 11.7

***

Arrangement 1

This record from the Open Molecules 2025 dataset describes the ion C7H13O with charge -2. The level of theory is wB97M-V/def2-TZVPD.

The geometry in ORCA input format:
```
! RIJCOSX wB97M-V def2-TZVPD def2/J DEFGRID3
* xyz -2 2
C -0.541 1.133 -2.858
O -0.953 0.543 -4.006
C 0.127 0.139 -1.859
C 0.466 0.806 -0.499
C 0.339 -0.050 0.730
C -0.498 0.226 1.717
C -0.892 -0.632 2.885
C 1.178 -1.305 0.731
H 0.248 1.911 -3.059
H -1.403 1.576 -2.301
H -0.657 -0.592 -1.666
H 1.008 -0.284 -2.351
H -0.166 1.692 -0.393
H 1.483 1.221 -0.626
H -1.057 1.150 1.641
H -1.193 -1.630 2.579
H -0.061 -0.751 3.581
H -1.696 -0.176 3.470
H 1.691 -1.525 -0.206
H 0.626 -2.213 0.981
H 1.951 -1.238 1.510
*
```

Calculated values
<S²> = 0.7505
Kohn-Sham gap (alpha / beta) = 0.10626 / 0.23895 Eh
HOMO energy (alpha / beta) = 0.1332 / 0.0004 Ha
LUMO (alpha / beta) = 6.5 / 6.5 eV

***

Arrangement 2

This record from the Open Molecules 2025 dataset describes the ion C7H13O with charge -2. The level of theory is wB97M-V/def2-TZVPD.

The geometry in ORCA input format:
```
! RIJCOSX wB97M-V def2-TZVPD def2/J DEFGRID3
* xyz -2 2
C 1.973 -1.760 -2.180
O 1.848 -2.579 -3.253
C 0.621 -1.038 -1.787
C 0.536 -0.398 -0.399
C -0.902 -0.352 0.130
C -1.053 0.307 1.507
C -0.877 1.799 1.486
C -1.270 2.634 2.479
H 2.697 -0.903 -2.346
H 2.346 -2.297 -1.259
H 0.519 -0.315 -2.604
H -0.130 -1.819 -1.925
H 0.871 0.638 -0.497
H 1.165 -0.947 0.312
H -1.581 0.199 -0.530
H -1.231 -1.394 0.274
H -2.064 0.095 1.864
H -0.321 -0.103 2.239
H -0.243 2.226 0.704
H -0.973 3.674 2.503
H -1.929 2.332 3.283
*
```

Calculated values
<S²> = 0.7530
Kohn-Sham gap (alpha / beta) = 0.10666 / 0.24420 Eh
HOMO energy (alpha / beta) = 0.1415 / 0.0056 Ha
LUMO (alpha / beta) = 6.8 / 6.8 eV

***

Relative energy table, unit kcal/mol: arrangement 1 0.0; arrangement 2 14.8

***

Arrangement 1

This record from the Open Molecules 2025 dataset describes the ion C3H11N6 with charge +1. The level of theory is wB97M-V/def2-TZVPD.

The geometry in ORCA input format:
```
! RIJCOSX wB97M-V def2-TZVPD def2/J DEFGRID3
* xyz 1 1
C -0.870 -0.404 -0.553
C 0.305 -0.744 0.461
C 1.475 -0.064 -0.185
N -1.860 0.373 -0.439
N -1.493 1.468 1.719
N -0.594 -0.982 -1.820
N 1.874 1.086 0.440
N 2.210 -0.643 -1.088
N -2.309 0.928 0.649
H 0.005 -0.222 1.358
H 0.400 -1.755 0.660
H -1.480 2.454 1.639
H -0.619 -2.038 -1.812
H -1.123 -0.651 -2.671
H -1.802 1.347 2.677
H 2.653 1.657 0.057
H 1.908 -1.587 -1.374
H 2.885 -0.327 -1.748
H 1.242 1.634 1.007
H -3.212 1.314 0.528
*
```

Calculated values
Kohn-Sham gap = 0.30204 Eh
HOMO energy = -0.4232 Ha
LUMO = -3.3 eV

***

Arrangement 2

This record from the Open Molecules 2025 dataset describes a structure of composition C3H11N6. The level of theory is wB97M-V/def2-TZVPD.

The geometry in ORCA input format:
```
! RIJCOSX wB97M-V def2-TZVPD def2/J DEFGRID3
* xyz 1 1
C 1.785 -0.946 0.802
C 0.763 -1.306 0.041
C -0.133 0.629 1.017
N 0.895 0.431 1.801
N -0.248 -0.255 -0.010
N -0.973 1.565 1.403
N 1.452 1.382 2.658
N -1.522 -0.228 -0.587
N -0.711 -0.923 -3.345
H 2.788 -1.086 1.098
H 0.484 -2.101 -0.629
H -0.844 1.995 2.307
H -1.545 2.023 0.736
H 2.403 1.345 2.353
H 1.377 1.300 3.654
H -1.995 -1.120 -0.693
H -1.429 0.045 -1.581
H 0.054 -0.800 -4.004
H -1.373 -0.175 -3.510
H -1.227 -1.774 -3.510
*
```

Calculated values
Kohn-Sham gap = 0.36196 Eh
HOMO energy = -0.4879 Ha
LUMO = -3.4 eV

***

Relative energy table, unit kcal/mol: arrangement 1 0.0; arrangement 2 41.2

***

Arrangement 1

This record from the Open Molecules 2025 dataset describes a cluster of 2 separate species, C3H8NO3 in total. The level of theory is wB97M-V/def2-TZVPD.

The geometry in ORCA input format:
```
! RIJCOSX wB97M-V def2-TZVPD def2/J DEFGRID3
* xyz 0 2
N -1.451 0.323 -2.785
C -1.189 -0.775 -1.875
O -1.561 -0.492 -0.538
H -0.750 1.046 -2.685
H -2.333 0.785 -2.607
H -1.796 -1.621 -2.202
H -0.123 -0.999 -1.966
O -0.025 0.344 2.039
C 1.028 0.242 1.337
O 1.054 0.021 0.126
C 2.357 0.316 2.082
H -0.734 -0.293 -0.058
H 3.105 0.104 1.323
H 2.447 -0.372 2.922
H 2.496 1.339 2.440
*
```

Calculated values
<S²> = 0.7543
Kohn-Sham gap (alpha / beta) = 0.35728 / 0.19002 Eh
HOMO energy (alpha / beta) = -0.3353 / -0.3350 Ha
LUMO (alpha / beta) = 0.6 / -3.9 eV

***

Arrangement 2

This record from the Open Molecules 2025 dataset describes a cluster of 2 separate species, C3H8NO3 in total. The level of theory is wB97M-V/def2-TZVPD.

The geometry in ORCA input format:
```
! RIJCOSX wB97M-V def2-TZVPD def2/J DEFGRID3
* xyz 0 2
C 0.231 -0.374 0.606
N 0.335 1.130 0.396
C -0.106 1.726 -0.820
O -1.067 1.141 -1.446
O 0.450 2.800 -1.160
C 1.550 -1.133 0.476
H -0.233 -0.538 1.616
H -0.497 -0.535 -0.252
H 1.280 1.606 0.728
H 1.544 -2.062 -0.150
H 1.849 -1.428 1.536
H 2.357 -0.595 0.142
H -2.157 -0.119 -1.111
H -2.839 -0.835 0.176
O -2.698 -0.783 -0.736
*
```

Calculated values
<S²> = 0.7580
Kohn-Sham gap (alpha / beta) = 0.41971 / 0.23846 Eh
HOMO energy (alpha / beta) = -0.3970 / -0.3871 Ha
LUMO (alpha / beta) = 0.6 / -4.0 eV

***

Relative energy table, unit kcal/mol: arrangement 1 0.0; arrangement 2 11.7

***

Arrangement 1

This record from the Open Molecules 2025 dataset describes a cluster of 2 separate species, C2H2O2 in total. The level of theory is wB97M-V/def2-TZVPD.

The geometry in ORCA input format:
```
! RIJCOSX wB97M-V def2-TZVPD def2/J DEFGRID3
* xyz 0 1
C -3.613 1.162 -0.987
C -0.067 0.303 0.049
O -3.361 0.092 -1.315
O -3.889 2.180 -0.526
H -0.705 -0.538 0.178
H 1.018 0.021 0.385
*
```

Calculated values
Kohn-Sham gap (alpha / beta) = 0.32729 / 0.32763 Eh
HOMO energy (alpha / beta) = -0.3631 / -0.3630 Ha
LUMO (alpha / beta) = -1.0 / -1.0 eV

***

Arrangement 2

This record from the Open Molecules 2025 dataset describes the molecule C2H2O2. The level of theory is wB97M-V/def2-TZVPD.

The geometry in ORCA input format:
```
! RIJCOSX wB97M-V def2-TZVPD def2/J DEFGRID3
* xyz 0 1
O 1.537 -0.553 -0.764
C 0.949 -0.097 0.156
C -1.201 0.384 -0.538
O -0.437 -0.248 0.336
H 1.371 0.443 1.013
H -2.218 0.071 -0.204
*
```

Calculated values
Kohn-Sham gap = 0.35067 Eh
HOMO energy = -0.3454 Ha
LUMO = 0.1 eV

***

Relative energy table, unit kcal/mol: arrangement 1 9.7; arrangement 2 0.0